[1]
{
  "formula": "C11H17AsF6N4O4SZn",
  "method": "wB97M-V/def2-TZVPD",
  "elements": ["Zn", "C", "C", "N", "C", "C", "N", "C", "O", "O", "C", "O", "O", "H", "H", "H", "H", "H", "F", "As", "F", "F", "F", "F", "F", "C", "C", "N", "C", "S", "N", "C", "C", "H", "H", "H", "H", "H", "H", "H", "H", "H", "H", "H", "H"],
  "coordinates": [[0.19196, 0.16442, 1.54316], [3.17921, 0.09674, -0.96533], [3.15969, -0.31388, 0.46150], [2.09866, -0.39691, 1.25040], [2.54245, -0.76770, 2.50736], [3.89040, -0.92916, 2.46387], [4.24942, -0.64273, 1.17160], [4.96468, -1.31015, 3.42826], [4.59828, -1.56531, 4.66206], [6.09749, -1.36571, 3.02307], [1.56986, -0.85837, 3.63122], [1.94254, -1.21349, 4.73686], [0.35155, -0.53403, 3.32320], [2.16108, 0.22974, -1.32115], [3.68159, -0.64970, -1.58024], [3.70141, 1.04731, -1.07667], [5.21268, -0.67391, 0.86386], [3.61488, -1.45688, 4.78817], [0.15562, 1.42403, -0.19382], [0.26884, 3.11700, 0.49969], [1.95638, 2.99656, 0.30472], [0.01902, 3.72223, -1.07095], [0.32006, 4.60510, 1.28615], [-1.47074, 2.98842, 0.72515], [0.39802, 2.21385, 2.03472], [-4.04989, 1.67501, -2.93590], [-2.59252, 1.61873, -2.51432], [-2.42472, 1.11803, -1.13414], [-2.30864, -0.13965, -0.81824], [-2.11509, -0.54261, 0.90340], [-2.38527, -1.14176, -1.66765], [-2.27848, -2.56939, -1.32230], [-3.53669, -3.33031, -1.68469], [-4.11708, 2.05085, -3.95602], [-4.61394, 2.34517, -2.28896], [-4.52572, 0.69296, -2.90597], [-2.12958, 2.60319, -2.52036], [-1.98924, 0.99469, -3.17805], [-2.18665, 1.81680, -0.43122], [-2.57630, -0.91657, -2.63494], [-2.07968, -2.63831, -0.24576], [-1.39830, -2.96978, -1.82495], [-4.40530, -2.93392, -1.15944], [-3.41918, -4.37977, -1.41856], [-3.72278, -3.28083, -2.75880]],
  "atomic_forces_ev_per_a": [[0.653, 0.207, 0.147], [-0.031, 0.005, 0.013], [0.022, -0.009, -0.003], [-0.023, 0.037, 0.012], [0.018, 0.011, -0.117], [0.040, -0.003, 0.001], [-0.004, 0.004, -0.013], [0.008, -0.026, 0.071], [-0.070, 0.030, -0.047], [-0.007, 0.007, -0.017], [-0.217, -0.083, 0.197], [0.099, 0.011, -0.092], [-0.159, -0.081, -0.114], [0.006, -0.001, 0.001], [0.006, 0.004, 0.009], [0.004, -0.002, 0.000], [0.016, -0.009, -0.007], [0.019, -0.028, 0.027], [-0.096, -0.139, -0.069], [0.166, 0.248, 0.241], [0.004, -0.012, -0.029], [-0.047, -0.009, -0.095], [-0.017, -0.026, -0.032], [-0.054, -0.151, -0.127], [-0.059, -0.023, -0.016], [-0.026, 0.000, -0.028], [0.033, -0.055, 0.092], [0.035, 0.110, -0.187], [-0.020, -0.132, 0.133], [-0.153, 0.084, 0.018], [-0.044, -0.040, -0.012], [0.015, 0.053, 0.012], [-0.003, -0.014, -0.017], [-0.004, -0.004, 0.009], [0.012, -0.003, 0.000], [0.012, 0.003, -0.001], [-0.039, 0.031, -0.006], [-0.006, 0.002, -0.026], [-0.091, 0.022, 0.121], [0.017, -0.016, -0.018], [-0.009, 0.004, -0.024], [-0.008, -0.018, -0.015], [0.012, -0.003, 0.002], [-0.003, 0.011, -0.004], [-0.008, 0.003, 0.008]],
  "lowdin_charge": [0.65, 0.02, -0.31, 0.08, -0.11, -0.05, 0.21, -0.47, 0.16, 0.13, -0.53, 0.10, -0.10, 0.07, 0.09, 0.10, 0.19, 0.08, -0.32, 0.78, -0.19, -0.19, -0.16, -0.25, -0.25, -0.06, -0.18, 0.05, -0.64, 1.07, 0.05, -0.22, -0.05, 0.09, 0.09, 0.08, 0.13, 0.12, 0.09, 0.15, 0.08, 0.13, 0.09, 0.09, 0.09],
  "gap_ev": [8.919, 4.147],
  "spin_multiplicity": 2,
  "molar_mass_g_mol": 555.65,
  "charge": 1,
  "total_energy_ha": -5961.82292,
  "homo_energy_ha": [-0.461, -0.461]
}

***

[2]
{
  "formula": "C11H17BCrN6O",
  "method": "wB97M-V/def2-TZVPD",
  "elements": ["H", "N", "B", "N", "C", "Cr", "H", "C", "H", "C", "H", "C", "H", "H", "H", "N", "N", "N", "N", "C", "C", "H", "H", "C", "C", "C", "C", "H", "H", "H", "H", "H", "C", "O", "H", "H", "H"],
  "coordinates": [[-0.38333, 2.71496, 0.88540], [0.06447, 1.58820, -0.83251], [0.71170, 0.74497, -3.08124], [0.60827, 1.89987, -2.06391], [0.92839, 3.20253, -2.09093], [-0.45965, -0.29938, -0.27784], [1.39537, 3.63988, -2.96838], [0.56953, 3.77054, -0.86900], [0.67534, 4.78464, -0.54304], [0.01479, 2.72591, -0.10992], [1.12748, 1.08869, -4.14051], [-1.74319, -2.51537, 0.57789], [-2.10612, -2.68020, 1.59418], [-0.75876, -2.98804, 0.46870], [-2.44906, -2.97010, -0.12202], [-0.71338, 0.11924, -3.14955], [1.59613, -0.34563, -2.40579], [-1.35646, -0.36130, -2.00318], [1.15323, -0.88127, -1.20033], [-1.52023, -0.05876, -4.20302], [2.74785, -0.94636, -2.74936], [-1.19971, 0.26060, -5.18089], [3.27108, -0.63588, -3.64306], [-2.70413, -0.64730, -3.76707], [3.05888, -1.89294, -1.76507], [-2.56396, -0.82765, -2.39156], [2.03119, -1.83513, -0.82149], [-3.56493, -0.89993, -4.36158], [3.92807, -2.52318, -1.74834], [-3.24483, -1.26990, -1.68521], [1.85934, -2.40562, 0.08501], [-1.72748, -1.39224, 0.40946], [0.18667, 0.35578, 2.49226], [-0.65788, 0.43065, 1.38340], [-0.24411, 0.99790, 3.26901], [1.20505, 0.72705, 2.28530], [0.26309, -0.67585, 2.86510]],
  "atomic_forces_ev_per_a": [[-0.064, -0.093, 0.089], [0.227, 2.122, -0.610], [-0.189, -0.263, 1.032], [-0.443, 0.027, 1.325], [-0.113, 0.189, 0.323], [-1.303, 1.122, 1.110], [-0.156, -0.106, 0.233], [-0.105, -0.422, -0.134], [0.096, 0.251, -0.109], [0.763, -0.528, -1.607], [0.002, -0.016, -0.163], [0.040, 0.444, -0.176], [0.119, 0.219, -0.094], [-0.255, 0.238, -0.045], [0.208, 0.123, 0.021], [-1.228, -0.736, 0.831], [-0.008, -1.015, 1.465], [-0.950, -0.268, -3.118], [3.033, -1.401, -1.531], [-0.293, -0.095, 0.525], [-0.284, -0.202, 0.767], [-0.078, -0.035, -0.027], [-0.024, -0.168, 0.103], [-0.101, 0.016, -0.319], [0.276, 0.095, -0.499], [1.440, 0.726, -0.596], [-0.204, 1.190, -1.251], [0.047, -0.010, -0.066], [0.069, -0.091, -0.021], [0.012, 0.070, 0.074], [0.134, 0.185, -0.186], [-0.851, -1.558, 0.673], [-0.453, 0.260, -0.123], [0.374, -0.103, 1.613], [0.222, -0.165, 0.333], [-0.064, -0.077, -0.045], [0.101, 0.073, 0.199]],
  "lowdin_charge": [0.11, -0.03, -0.47, -0.01, -0.07, 0.66, 0.12, -0.05, 0.08, -0.09, 0.12, -0.02, 0.05, 0.03, 0.04, 0.01, 0.00, -0.07, -0.08, -0.07, -0.06, 0.12, 0.12, -0.06, -0.06, -0.10, -0.11, 0.09, 0.09, 0.11, 0.11, -0.02, -0.24, -0.47, 0.07, 0.07, 0.06],
  "gap_ev": [6.901, 9.324],
  "spin_multiplicity": 5,
  "molar_mass_g_mol": 312.11,
  "total_energy_ha": -1902.49712,
  "homo_energy_ha": [-0.228, -0.318]
}

***

[3]
{
  "formula": "C11H17BF16NbO4",
  "method": "wB97M-V/def2-TZVPD",
  "elements": ["O", "B", "O", "C", "Nb", "H", "H", "H", "H", "H", "H", "H", "H", "H", "C", "C", "C", "F", "F", "F", "F", "O", "C", "C", "F", "F", "F", "F", "H", "H", "H", "H", "C", "C", "C", "F", "F", "F", "F", "O", "C", "C", "F", "F", "F", "F", "H", "H", "H", "H"],
  "coordinates": [[2.81911, 3.97093, 0.02948], [1.72569, 3.18453, -0.24688], [0.97138, 3.45401, -1.39752], [1.31177, 2.08506, 0.71035], [2.38314, 0.21824, 0.03008], [3.09626, 4.48317, -0.74536], [1.38983, 3.12360, -2.20727], [1.54774, 2.31021, 1.75020], [0.25121, 1.86410, 0.59249], [0.90094, -0.51649, -0.79656], [1.83497, -0.82120, 1.44504], [3.99662, 0.48313, 0.86868], [2.79277, 1.08957, -1.55163], [3.20397, -1.23254, -0.73779], [-2.20306, 3.01026, 2.15596], [-2.65799, 2.70370, 0.72544], [-2.07904, 3.55727, -0.40778], [-2.46118, 4.85256, -0.24835], [-2.60164, 3.10355, -1.56955], [-4.01310, 2.70586, 0.64920], [-2.20815, 1.44578, 0.47645], [-3.08391, 3.78400, 2.95179], [-3.00729, 5.13201, 3.03082], [-4.33826, 5.77414, 2.62163], [-4.62498, 5.48758, 1.33870], [-4.22733, 7.12129, 2.75336], [-1.98198, 5.66161, 2.34122], [-2.83721, 5.46656, 4.34126], [-2.18271, 2.04158, 2.64852], [-1.18764, 3.40492, 2.16897], [-0.99165, 3.48476, -0.44663], [-5.13785, 5.40924, 3.26919], [0.51902, -6.25261, -2.29278], [-0.29007, -5.74237, -1.09519], [-0.48487, -4.22945, -0.97016], [0.69358, -3.61683, -0.80862], [-1.27620, -4.00386, 0.10650], [0.20249, -6.24950, 0.05342], [-1.55364, -6.24650, -1.27186], [1.86214, -6.59541, -2.05019], [2.88381, -5.70570, -2.21714], [3.67820, -5.54381, -0.91507], [2.88147, -5.05328, 0.04966], [4.70082, -4.69047, -1.14106], [2.48015, -4.52501, -2.70461], [3.74922, -6.25341, -3.11470], [0.04731, -7.19718, -2.55500], [0.41838, -5.58389, -3.14757], [-0.98412, -3.83780, -1.86248], [4.07188, -6.51588, -0.60666]],
  "atomic_forces_ev_per_a": [[0.627, 0.380, -0.299], [0.056, -0.135, 0.015], [0.041, 0.014, -0.846], [-0.235, 0.566, -0.171], [-0.433, 1.514, 1.275], [-0.228, -0.104, 0.362], [-0.223, 0.082, 0.366], [0.263, -0.348, 0.184], [-0.095, -0.409, -0.001], [0.492, -0.608, 0.156], [-0.242, -0.355, -0.188], [0.205, -0.811, 0.055], [-0.216, -0.123, -0.523], [-0.003, 0.346, -0.323], [0.393, -0.185, 0.261], [-0.022, 0.254, -0.039], [-0.052, -0.035, 0.210], [0.028, -0.082, -0.054], [-0.018, 0.095, -0.116], [0.105, -0.107, 0.056], [-0.170, -0.202, -0.074], [-0.329, 0.004, -0.296], [-0.022, 0.152, 0.096], [0.049, 0.077, 0.020], [-0.013, 0.085, 0.036], [-0.097, -0.075, -0.065], [-0.074, -0.127, 0.098], [0.182, 0.026, -0.002], [0.037, -0.037, 0.030], [-0.006, 0.061, -0.139], [-0.014, 0.060, -0.093], [-0.013, 0.020, -0.028], [-0.183, -0.183, -0.442], [0.126, 0.010, 0.087], [-0.040, 0.014, -0.077], [-0.061, -0.059, 0.128], [0.130, 0.095, -0.014], [-0.069, 0.001, -0.065], [-0.047, -0.069, 0.008], [0.050, 0.065, 0.443], [0.146, -0.003, -0.065], [0.009, 0.048, -0.055], [0.114, 0.037, -0.027], [-0.077, -0.052, 0.132], [0.008, -0.166, 0.011], [-0.052, 0.100, -0.140], [-0.036, -0.023, -0.044], [-0.011, 0.126, 0.092], [0.014, 0.032, 0.047], [0.009, 0.036, 0.018]],
  "lowdin_charge": [0.11, -0.97, 0.05, -0.29, 0.88, 0.10, 0.09, 0.03, 0.00, -0.16, -0.19, -0.17, -0.14, -0.20, -0.03, -0.44, -0.29, 0.08, 0.10, 0.12, 0.10, 0.05, -0.56, -0.29, 0.10, 0.09, 0.16, 0.13, 0.15, 0.14, 0.13, 0.17, -0.05, -0.44, -0.32, 0.08, 0.09, 0.14, 0.09, 0.05, -0.55, -0.29, 0.11, 0.10, 0.16, 0.13, 0.14, 0.15, 0.17, 0.17],
  "gap_ev": 7.704,
  "molar_mass_g_mol": 620.94,
  "charge": -1,
  "total_energy_ha": -2409.90471,
  "homo_energy_ha": -0.192
}